Here is C12H48AlN24O16P as an isolated structure from the Open Molecules 2025 dataset. Energies are from ωB97M-V/def2-TZVPD.

```
102
Properties=species:S:1:pos:R:3:forces:R:3:mulliken_charge:R:1
Al -0.2061 0.1123 -0.5766 -0.238 -0.830 -0.491 2.743
P -0.3325 -3.0774 -1.1890 -0.919 -2.670 0.381 0.291
O -0.3161 -4.5719 -1.4916 -0.071 1.799 0.292 -0.930
O 0.5905 -2.6415 -0.0506 0.501 1.045 1.528 -0.069
O -1.6343 -2.3733 -0.8456 -0.699 0.462 0.445 -1.703
O 0.2035 -2.2245 -2.3068 1.531 2.116 -2.791 -1.325
C -2.0736 -2.5635 2.6729 0.242 1.588 2.302 0.363
O -2.3954 -2.2333 3.8435 -0.716 -0.464 -1.029 -0.872
N -0.9890 -3.2880 2.4352 1.964 -1.411 -0.892 -0.085
N -2.6386 -2.1141 1.5475 -1.406 0.194 1.490 0.456
H -0.4047 -3.8035 3.0778 -0.551 0.543 0.299 0.330
H -0.5542 -3.1463 1.5347 -0.122 -0.343 0.055 -0.181
H -2.1113 -2.1499 0.6868 -0.451 0.078 -0.486 -0.018
H -3.4814 -1.5826 1.7130 0.412 0.338 -0.535 0.170
C 5.4211 0.9735 1.8732 4.304 0.683 -0.109 0.571
O 6.5281 1.3886 2.2468 -0.893 -0.149 0.657 -0.770
N 4.9441 1.3209 0.7083 -1.543 1.445 -4.245 -0.271
N 4.6794 0.0693 2.4255 -1.891 -2.799 3.457 0.004
H 4.1004 0.8950 0.3521 -0.207 0.017 -0.188 -0.002
H 5.5088 1.7967 0.0192 0.067 0.019 0.509 0.168
H 4.8890 -0.2200 3.3702 0.085 0.030 -0.177 0.196
H 3.7728 -0.2250 2.0915 -0.062 0.218 -0.176 -0.047
C 1.2732 0.1030 3.4280 -0.043 -3.651 -2.685 -0.095
O 1.2080 0.0652 2.2441 0.079 -1.086 -5.267 0.464
N 1.3843 1.1950 4.0175 0.069 6.171 4.963 -0.348
N 1.3419 -0.9492 4.2050 -0.067 -3.213 2.484 -0.385
H 1.4153 2.0606 3.4981 -0.446 -0.262 0.275 0.149
H 0.9561 1.0746 4.9242 0.331 1.632 0.338 0.161
H 1.2756 -1.9046 3.8841 -0.242 0.419 -0.377 0.041
H 1.2260 -0.8348 5.2018 0.213 -0.216 -0.215 0.173
C 3.2933 -1.5682 -1.4153 3.050 -0.254 -0.544 0.083
O 2.6462 -0.7012 -0.9585 -3.763 4.246 2.244 0.079
N 2.9676 -2.5322 -2.1986 -2.318 -2.412 -1.978 -0.296
N 4.6069 -1.6113 -1.2929 4.192 0.018 1.024 -0.417
H 1.9630 -2.6103 -2.2671 -0.357 -1.159 -0.626 0.193
H 3.7001 -3.2211 -2.2936 -1.378 -0.478 -0.596 0.159
H 5.1893 -0.9323 -0.8239 -0.366 -0.266 0.111 0.188
H 4.9812 -2.5153 -1.5434 0.934 0.771 0.437 0.113
C -4.5313 -2.8924 -1.9995 -3.433 -0.431 -1.141 0.450
O -5.6423 -3.0165 -2.4039 -4.580 -0.847 -1.251 -0.755
N -3.5965 -2.4184 -2.7177 5.147 1.870 -2.269 -0.123
N -4.1738 -3.1256 -0.7757 0.936 -0.686 3.646 -0.486
H -3.5637 -2.1002 -3.6757 -0.656 -0.317 0.569 0.100
H -2.7742 -2.4015 -2.1315 1.082 0.754 -1.338 0.353
H -3.1802 -2.9629 -0.6957 0.096 -0.820 1.523 0.795
H -4.7432 -3.6643 -0.1388 0.327 0.067 -0.361 0.097
C 2.0319 3.1163 1.1482 -0.559 -0.080 1.041 0.455
O 1.7894 2.2938 0.3560 -0.602 -4.854 -4.524 -0.566
N 3.0174 3.1068 1.9816 4.620 -0.468 2.863 -0.387
N 1.2168 4.0916 1.3571 -2.298 4.335 1.376 -0.441
H 3.7949 2.4831 1.8187 -0.229 0.120 -0.249 0.184
H 3.1783 3.7513 2.7424 -0.441 0.030 -0.338 0.149
H 1.7624 4.8910 1.6459 -1.397 0.731 0.072 0.125
H 0.2954 4.0852 0.9435 0.532 0.403 0.220 0.228
C 2.6809 -3.8137 2.1438 0.990 -2.033 -0.544 0.404
O 3.5292 -4.1738 2.8906 2.347 -1.397 3.601 -0.751
N 1.5898 -4.4372 1.7888 -2.917 -1.732 0.898 -0.095
N 2.8899 -2.8720 1.2984 1.834 5.335 -2.648 -0.166
H 1.1545 -3.8693 1.0760 -1.083 -1.576 -0.470 -0.035
H 1.4400 -5.4019 2.0478 -0.275 0.434 -0.253 0.199
H 2.1169 -2.5013 0.7644 0.489 0.439 -0.227 0.685
H 3.7808 -2.3983 1.3427 -0.375 0.098 0.095 0.163
C -1.6864 0.4109 -4.1190 2.097 -3.736 1.456 0.346
O -1.7051 0.9818 -3.0862 0.116 3.005 4.607 -0.266
N -1.0625 -0.7381 -4.2681 1.501 -3.062 -1.266 0.092
N -2.2939 0.7666 -5.1702 -2.942 2.871 -4.244 -0.392
H -0.6257 -1.2933 -3.5461 0.015 0.127 0.612 -0.123
H -1.1536 -1.2153 -5.1536 0.184 -0.017 0.240 0.224
H -2.2939 0.1668 -5.9828 -0.323 0.871 0.013 0.124
H -2.6545 1.7051 -5.0737 -0.428 -0.275 -0.976 0.286
C -1.3307 3.9826 -0.8242 -1.969 -3.182 -0.514 0.422
O -1.5255 2.8133 -0.5247 -0.176 -0.819 1.391 -0.592
N -2.3015 4.8424 -1.0413 -4.161 0.755 0.460 -0.509
N -0.2280 4.4680 -1.1620 6.701 3.158 -1.579 -0.221
H -3.1583 4.3089 -1.0782 -0.408 0.888 -0.235 0.239
H -2.2173 5.7573 -1.4608 -0.107 -0.463 0.132 0.164
H 0.6751 4.0580 -0.9710 -0.242 -0.428 -0.420 0.142
H -0.2713 5.3751 -1.6040 0.710 -0.245 0.193 0.126
C 1.7972 1.9154 -3.7295 -0.470 -1.223 1.209 0.432
O 1.2015 1.9241 -2.6738 -0.599 0.514 1.094 -0.336
N 2.0361 0.8145 -4.4242 0.188 -4.149 -1.370 -0.381
N 2.3720 2.9060 -4.3661 1.287 3.212 -1.497 -0.401
H 2.4678 0.7638 -5.3359 -0.111 0.441 0.301 0.164
H 1.8961 -0.1159 -4.0569 -0.398 0.369 0.459 0.138
H 2.8669 2.5886 -5.1874 0.061 1.067 0.204 0.097
H 2.3181 3.8887 -4.1393 -0.108 -0.475 0.050 0.200
C -4.3953 0.6298 -0.1597 1.627 -0.649 0.027 0.357
O -3.2176 0.6780 -0.3620 3.139 -0.585 -0.903 -0.111
N -5.0755 -0.4428 0.1046 -2.013 -3.716 0.675 -0.330
N -5.0900 1.7146 -0.0844 -2.633 4.307 0.050 -0.517
H -6.0848 -0.4447 0.0653 0.217 0.054 -0.020 0.247
H -4.6717 -1.3248 -0.1765 0.142 -0.335 0.023 0.039
H -4.6278 2.5291 -0.4627 -0.505 -0.086 0.196 0.245
H -6.0947 1.6176 -0.0491 0.241 0.692 -0.179 0.174
C -2.2739 1.3843 2.9871 0.587 -0.318 -3.566 0.298
O -1.7504 0.7673 2.0570 0.845 -0.164 0.063 -0.025
N -2.7107 0.7892 4.0537 -0.872 -2.331 3.092 -0.413
N -2.6085 2.6632 2.8928 -0.355 2.507 0.665 -0.404
H -3.0602 1.1967 4.9092 0.103 0.196 -0.508 0.174
H -2.7571 -0.2166 3.9752 0.282 -0.624 0.331 0.149
H -3.2782 2.9321 3.5993 0.121 0.711 -0.605 0.145
H -2.4178 3.2225 2.0737 -0.123 -0.404 0.164 0.135
```
Positions in Å, forces in eV/Å.

As for the HOMO-LUMO gap: 0.140 hartree. The energy relative to the best compared isomer or geometry (same formula, charge and spin) comes out at 118.31 kJ/mol. The LUMO energy is -4.6 eV.

Here is a 2-piece molecular cluster, C2H8N2O overall from the Open Molecules 2025 dataset. Energies are from ωB97M-V/def2-TZVPD.

```
13
Properties=species:S:1:pos:R:3:forces:R:3:mulliken_charge:R:1
C -1.3300 -0.8151 -0.3484 0.103 0.097 0.000 -0.908
O -1.5737 0.6261 -0.7012 -0.158 -0.030 0.009 -0.645
H -2.5109 0.8499 -0.6768 0.133 -0.099 0.007 0.276
H -1.6361 -1.4200 -1.2120 -0.054 0.070 0.030 0.140
H -1.9899 -1.0711 0.4923 -0.035 0.057 -0.065 0.123
H -0.1233 0.7357 0.0738 0.053 -0.104 0.021 0.393
N 0.8149 1.1827 0.3051 0.384 -0.456 0.191 -0.070
C 1.6291 -0.9596 0.3227 -0.193 0.057 0.112 -0.125
N 1.9369 0.2109 0.6993 -0.450 0.370 -0.319 -0.468
H 1.1201 1.7022 -0.5150 0.033 -0.056 0.053 0.350
H 0.7174 1.8333 1.0793 0.005 -0.043 -0.039 0.378
H 0.5674 -1.1663 -0.0912 0.167 0.077 0.019 0.268
H 2.3782 -1.7086 0.5721 0.012 0.059 -0.020 0.287
```
Positions in Å, forces in eV/Å.

As for the HOMO-LUMO gap: 0.252 hartree. The energy relative to the best compared isomer or geometry (same formula, charge and spin) comes out at 607.83 kJ/mol. The LUMO energy is 0.6 eV.

Here is a 2-piece molecular cluster, CH2F3N overall from the Open Molecules 2025 dataset. Energies are from ωB97M-V/def2-TZVPD.

```
7
Properties=species:S:1:pos:R:3:forces:R:3:mulliken_charge:R:1
C -0.7856 0.1515 0.4483 1.797 0.033 -3.439 -0.035
N 1.1762 0.2363 -0.4187 -3.531 1.646 2.836 0.019
F -0.7705 1.2881 1.1354 -0.596 -0.875 -0.286 -0.186
F 1.0029 0.1066 -1.7395 -0.079 -0.783 -1.270 -0.132
F 1.5884 -0.9670 0.0461 0.603 -1.309 -0.310 -0.154
H -0.6640 -0.7890 0.9405 0.479 -0.069 1.140 0.249
H -1.5475 -0.0264 -0.4121 1.326 1.357 1.329 0.240
```
Positions in Å, forces in eV/Å.

As for the HOMO-LUMO gap (alpha / beta): 0.347 / 0.347 hartree. The energy relative to the best compared isomer or geometry (same formula, charge and spin) comes out at 658.56 kJ/mol. The LUMO energy (alpha / beta) is 0.0 / 0.0 eV.

Here is a 2-piece molecular cluster, C5H10O overall from the Open Molecules 2025 dataset. Energies are from ωB97M-V/def2-TZVPD.

```
16
Properties=species:S:1:pos:R:3:forces:R:3:mulliken_charge:R:1
C -1.9550 -1.2996 0.2826 -0.057 -0.171 -0.393 -0.559
O -1.2205 -0.2523 0.9379 -0.248 0.372 0.125 -0.192
C -0.8962 0.9311 0.4260 -2.169 0.672 1.276 -0.312
C 1.4100 1.8192 -0.0878 0.626 -0.190 -0.366 -0.366
C 1.0233 0.6726 -0.6564 1.485 0.052 -0.429 -0.113
C 1.2934 -0.6331 0.0429 0.180 -0.168 -0.079 -1.270
H -2.4875 -1.9066 1.0290 0.311 0.429 -0.016 0.231
H -1.2411 -1.9428 -0.2304 -0.098 -0.034 -0.126 0.215
H -2.6901 -0.8990 -0.4204 0.187 0.124 -0.017 0.317
H -1.3928 1.0893 -0.5752 0.356 -0.539 0.078 0.181
H 1.9026 1.8234 0.8813 -0.421 -0.036 0.076 0.213
H 1.4207 2.7715 -0.6084 -0.395 -0.092 0.019 0.254
H 0.7524 0.6895 -1.7051 -0.235 -0.146 0.047 0.394
H 0.8741 -1.4698 -0.5214 0.223 0.000 0.133 0.224
H 0.8368 -0.6228 1.0354 0.328 -0.118 -0.161 0.416
H 2.3698 -0.7706 0.1700 -0.073 -0.155 -0.166 0.367
```
Positions in Å, forces in eV/Å.

As for the HOMO-LUMO gap: 0.297 hartree. The energy relative to the best compared isomer or geometry (same formula, charge and spin) comes out at 518.03 kJ/mol. The LUMO energy is 0.7 eV.